ORCA calculation (ωB97M-V with the def2-TZVPD basis set) on 2 unconnected molecules or ions with the total composition C15H14N3O3.

The geometry in XYZ format:
```
35
Properties=species:S:1:pos:R:3:lowdin_charge:R:1
O 0.5942 0.2347 -1.5129 0.08
O 2.5600 -0.5682 -0.6712 -0.07
O 0.1931 2.8287 -0.1462 0.01
N 1.4534 0.9842 0.5296 0.05
N 1.3626 1.4156 4.2907 0.14
N 4.2893 -1.2446 2.5695 0.12
C -2.7502 -1.3860 2.7543 -0.11
C 2.2126 3.2558 0.9899 -0.02
C -1.4052 -1.6796 2.4680 -0.04
C 1.8323 -0.3811 2.4299 -0.26
C -0.5795 -0.6883 1.8773 -0.18
C -1.2019 0.5040 1.4753 -0.01
C -2.5306 0.8088 1.7814 -0.06
C -3.3212 -0.1355 2.4395 -0.10
C 1.4313 0.2716 -0.6332 -0.59
C 3.9249 -2.1231 -1.8224 -0.08
C 1.2023 2.3387 0.3746 -0.52
C 0.8634 -0.8464 1.5103 0.02
C 3.1846 -0.8588 2.5076 -0.21
C 2.5710 -1.4529 -1.8013 -0.26
C 1.5459 0.5927 3.4677 -0.19
H -3.3600 -2.1330 3.2732 0.09
H 4.6874 -1.4156 -2.1752 0.08
H 4.2015 -2.4700 -0.8200 0.08
H 2.3013 4.1518 0.3822 0.07
H 2.3656 -0.8738 -2.7136 0.12
H 1.8475 3.5666 1.9717 0.08
H 3.9007 -2.9738 -2.5023 0.07
H -4.3773 0.0801 2.6557 0.09
H 1.7549 -2.1759 -1.6653 0.12
H 3.1795 2.7762 1.0858 0.07
H -2.8986 1.7958 1.5039 0.11
H 1.1226 -1.5529 0.6874 0.15
H -0.9523 -2.6424 2.7359 0.11
H -0.6202 1.2152 0.9096 0.07
```

## Properties
LUMO level = 2.9 eV
energy above the lowest of the compared OMol25 structures with the same formula, charge and spin = 36.7 kcal per mole
DFT total energy = -26393.971 eV
frontier orbital gap = 7.60 eV
charge = -1

***

ORCA calculation (ωB97M-V with the def2-TZVPD basis set) on 2 unconnected molecules or ions with the total composition H4OS2.

The geometry in XYZ format:
```
7
Properties=species:S:1:pos:R:3:lowdin_charge:R:1
S 2.0064 -0.0552 -0.2251 0.55
S 1.7715 2.0069 -0.1301 0.55
O -1.9526 -1.0013 -0.6608 -0.10
H 1.5172 2.4179 1.1921 -0.06
H -2.5823 -0.9280 0.0745 0.04
H -1.6452 -1.9425 -0.7962 0.07
H 0.8850 -0.4978 0.5456 -0.06
```

## Properties
LUMO level (spin up / spin down) = -6.0 / -9.2 eV
energy above the lowest of the compared OMol25 structures with the same formula, charge and spin = 12.7 kcal per mole
DFT total energy = -23773.209 eV
2S+1 = 2
frontier orbital gap (spin up / spin down) = 9.02 / 5.78 eV
charge = +1

***

ORCA calculation (ωB97M-V with the def2-TZVPD basis set) on a gas-phase ion, C3H4NS (charge +1).

The geometry in XYZ format:
```
9
Properties=species:S:1:pos:R:3:lowdin_charge:R:1
S 0.0169 2.7963 0.7043 0.82
N -0.2652 -0.9997 -0.3249 0.12
C -0.1749 0.3773 -0.5854 -0.15
C -0.1201 -2.1200 -0.1789 0.33
C 0.4240 1.2537 0.7445 -0.58
H -0.1613 -3.1905 0.0851 0.16
H 0.9542 0.6192 1.5152 0.08
H 0.5013 0.4947 -1.3294 0.10
H -1.1748 0.7689 -0.6306 0.12
```

## Properties
LUMO level = -4.9 eV
SMILES = C#[N+]CC=S
energy above the lowest of the compared OMol25 structures with the same formula, charge and spin = 47.7 kcal per mole
DFT total energy = -15490.667 eV
frontier orbital gap = 8.43 eV
charge = +1